## one
{
  "formula": "C2H2FNO",
  "method": "ωB97M-V/def2-TZVPD",
  "elements": ["H", "H", "C", "O", "N", "F", "C"],
  "xyz": [[0.731, -0.874, -1.552], [-1.326, 1.223, 0.119], [-0.346, -0.150, -0.015], [-0.054, -0.376, -1.359], [1.442, 0.906, 1.482], [-1.104, -1.111, 0.530], [0.657, 0.381, 0.796]],
  "homo_lumo_gap_ev": 10.549
}

***

## two
{
  "formula": "C2H2FNO",
  "method": "ωB97M-V/def2-TZVPD",
  "elements": ["O", "F", "H", "N", "C", "C", "H"],
  "xyz": [[-0.933, 0.028, -2.259], [-0.723, 1.550, 1.220], [-0.052, -1.428, 0.885], [-0.007, 0.830, 0.242], [-0.226, 0.148, -0.825], [0.434, -0.560, 0.239], [1.507, -0.567, 0.498]],
  "homo_lumo_gap_ev": [8.992, 8.990]
}

***

Least stable of them? two.